#1
Here is 2 unconnected molecules or ions with the total composition C4H6BrNS from OMol25. Energies are from the ωB97M-V functional and the def2-TZVPD basis.

* frontier orbital gap (spin up / spin down): 7.60 / 7.82 eV
* HOMO energy (spin up / spin down): -7.381 / -8.117 eV
* E_LUMO (spin up / spin down): 0.216 / -0.293 eV

Last column: Löwdin charge in e.
Element x y z (Å)
C 0.6342 0.9451 -0.9709  -0.263
C 0.8706 1.5830 0.3180  -0.376
C -1.1240 0.0977 -0.0637  -1.166
C -0.0961 -2.0916 0.3201  0.027
N -0.4307 0.3126 -1.1741  -0.041
S -0.6373 1.0470 1.3010  0.846
Br -2.9886 -0.3654 -0.2352  0.663
H 1.2978 1.1496 -1.7937  0.116
H 1.8079 1.2960 0.9767  0.123
H 0.8702 2.6186 0.1132  0.057
H 0.7730 -2.0973 -0.3459  0.013
H -1.1438 -2.4117 0.1381  -0.022
H 0.1668 -2.0836 1.4164  0.022



#2
Here is a molecular structure, C4H6BrNS from OMol25. Energies are from the ωB97M-V functional and the def2-TZVPD basis.

* frontier orbital gap (spin up / spin down): 7.86 / 7.86 eV
* HOMO energy (spin up / spin down): -8.006 / -8.008 eV
* E_LUMO (spin up / spin down): -0.150 / -0.150 eV

Last column: Löwdin charge in e.
Element x y z (Å)
C -1.3087 2.1134 -0.2157  0.054
C -0.0696 1.7294 0.1093  -0.305
C 1.4686 -0.2115 0.1192  -1.104
C -0.3083 -2.4259 0.0474  -0.280
N 0.1699 0.4307 0.0536  -0.062
S 1.5212 -1.8980 -0.0557  0.804
Br 3.1652 0.5479 -0.1011  0.707
H -1.4716 3.0794 -0.1627  -0.002
H -2.0381 1.4933 -0.5341  0.028
H 0.5909 2.4809 0.5145  0.101
H -0.5426 -1.6041 0.8028  0.048
H -0.3642 -3.4239 0.2876  -0.005
H -0.8128 -2.3115 -0.8649  0.016



Here are the energies relative to the best structure, in kcal/mol: #1 23.6; #2 0.0.



#1
Here is 2 unconnected molecules or ions with the total composition C3H9OS from OMol25. Energies are from the ωB97M-V functional and the def2-TZVPD basis.

* frontier orbital gap: 6.78 eV
* HOMO energy: -2.633 eV
* net charge: -1
* E_LUMO: 4.146 eV

Last column: Löwdin charge in e.
Element x y z (Å)
C -0.7948 0.8782 -1.6746  -0.168
C -0.5261 -0.5706 -1.2478  -0.382
C 0.7851 -0.7178 -0.4759  -0.782
S 0.8207 0.1763 1.1016  0.253
H 0.0557 1.2331 -2.2571  0.059
H -1.6796 0.9467 -2.3022  0.048
H -0.8714 1.5296 -0.8129  0.027
H -0.5150 -1.1700 -2.1609  0.082
H -1.3208 -0.8965 -0.5739  0.081
H 0.9695 -1.7740 -0.2969  0.023
H 1.6213 -0.4049 -1.1151  0.033
H -0.1952 0.5938 4.0595  0.002
H 1.0025 -0.0302 3.4372  -0.113
O 0.6481 0.2064 4.3189  -0.162



#2
Here is 2 unconnected molecules or ions with the total composition C3H9OS from OMol25. Energies are from the ωB97M-V functional and the def2-TZVPD basis.

* frontier orbital gap: 6.78 eV
* HOMO energy: -2.607 eV
* net charge: -1
* E_LUMO: 4.169 eV

Last column: Löwdin charge in e.
Element x y z (Å)
C -0.4992 -0.4256 2.3568  -0.189
C -1.2171 0.3524 1.2410  -0.374
C -0.2894 1.1142 0.2551  -0.732
S 1.1507 0.0950 -0.2622  0.202
H 0.3549 0.1281 2.7622  0.054
H -1.2246 -0.3720 3.1788  0.047
H -0.1021 -1.4110 2.1622  0.040
H -1.8789 1.0637 1.7611  0.079
H -1.8696 -0.2668 0.6230  0.083
H -0.9027 1.5518 -0.5337  0.038
H 0.1920 1.8962 0.8565  0.016
H 0.0169 -0.8239 -2.1118  -0.101
H 0.7287 -1.1427 -3.4481  -0.012
O -0.1248 -1.0182 -3.0621  -0.151



Here are the energies relative to the best structure, in kcal/mol: #1 0.0; #2 6.8.